No. 1
Molecular formula: C41H60Cl5N10PSn
Method: DFT, wB97M-V/def2-TZVPD

```
118
C41H60Cl5N10PSn | the OMol25 dataset | wB97M-V/def2-TZVPD
Sn 0.86005 0.48266 0.70067
Cl 3.50958 2.94117 1.76147
C 3.47287 1.33086 2.46870
C 2.30023 0.46242 2.29198
C 2.22500 -0.67182 3.19437
Cl 0.62110 -1.35070 3.59595
C 3.23564 -0.97063 4.13604
Cl 3.08768 -1.85108 5.53126
C 4.46652 -0.24977 4.05538
Cl 5.86087 -0.71202 4.89878
C 4.59497 0.84120 3.19068
Cl 6.17857 1.53650 2.94027
C -2.09808 4.26575 -0.21668
N -1.89790 4.03966 1.18416
C -2.51496 5.07166 2.00459
C -0.98041 3.12300 1.60944
N 0.04898 2.65958 0.77614
C 0.76520 3.63252 0.00785
C 1.03122 4.92882 0.48136
C 1.37400 5.92551 -0.40001
C 1.55917 5.68074 -1.76276
C 1.37499 4.38086 -2.26812
C 1.35831 4.12292 -3.66440
C 1.30477 2.81571 -4.16677
C 1.29745 1.75824 -3.25802
C 1.42292 2.01592 -1.87434
N 2.09745 1.04142 -1.05120
C 3.36857 0.63432 -1.26443
N 4.18611 1.47389 -1.96057
C 5.30588 1.04039 -2.76842
C 4.38453 2.91991 -1.57481
N 3.88902 -0.50538 -0.74756
C 3.19706 -1.75343 -0.70709
C 5.21372 -0.52076 -0.15432
C 1.17644 3.28089 -1.33629
N -1.04988 2.67343 2.85809
C -2.34707 2.42218 3.50819
C 0.08153 2.13266 3.58950
H -1.65044 5.21293 -0.54091
H -3.16843 4.28535 -0.46185
H -1.62819 3.51266 -0.83105
H -2.17800 6.06539 1.67845
H -2.17659 5.06710 3.06976
H -3.59712 5.01010 2.06859
H 0.94765 5.18141 1.54714
H 1.44917 7.00165 -0.08868
H 2.01265 6.45877 -2.38431
H 1.51622 4.89495 -4.38679
H 1.38689 2.59410 -5.22849
H 1.33155 0.72671 -3.68736
H 5.29680 -0.04305 -2.94665
H 6.25518 1.35253 -2.30131
H 5.21820 1.54887 -3.76676
H 3.56803 3.25635 -0.97841
H 4.47147 3.51307 -2.52979
H 5.27574 3.04398 -0.90506
H 2.18178 -1.63377 -1.12288
H 2.98338 -2.03332 0.34065
H 3.77496 -2.56926 -1.18838
H 5.71885 0.46902 -0.18536
H 5.85867 -1.28719 -0.63300
H 5.21203 -0.73203 0.92419
H -3.16477 2.64312 2.76296
H -2.45967 3.08264 4.37111
H -2.37388 1.36505 3.82693
H 0.99639 2.48817 3.09959
H 0.02114 1.05482 3.56291
H -0.03103 2.48323 4.62672
N -0.17263 -1.00399 -0.12418
P -1.28696 -2.08961 -0.12980
N -1.39065 -3.41892 0.93967
C -1.97073 -3.18229 2.27182
C -2.18547 -4.54139 3.06316
C -2.50502 -5.80091 2.24467
C -1.43481 -5.95559 1.12746
C -0.52975 -4.61841 0.96043
N -1.24396 -2.94493 -1.59626
C -2.22773 -4.04156 -1.82868
C -1.52222 -5.09862 -2.67490
C -1.05695 -4.63636 -4.04594
C -1.02429 -3.06511 -4.15569
C -0.50577 -2.43730 -2.80070
N -2.75335 -1.18389 -0.11669
C -4.07933 -1.77993 -0.09967
C -5.03588 -0.83409 0.61922
C -5.34725 0.41692 -0.24102
C -4.13901 0.69754 -1.11694
C -2.77859 0.25299 -0.55409
H -2.94290 -2.70947 2.10274
H -1.42067 -2.44536 2.87822
H -2.97566 -4.37412 3.85539
H -1.27671 -4.67525 3.60085
H -3.50988 -5.67306 1.77974
H -2.56865 -6.70374 2.85222
H -1.79808 -6.21951 0.13546
H -0.71996 -6.77037 1.42623
H -0.01674 -4.71823 -0.00437
H 0.25134 -4.55566 1.73690
H -3.10889 -3.65021 -2.38530
H -2.58467 -4.47725 -0.88984
H -2.27662 -5.88715 -2.79885
H -0.72951 -5.54816 -2.04325
H -1.77686 -4.98622 -4.74139
H -0.09517 -5.00559 -4.32440
H -2.01279 -2.71092 -4.36660
H -0.33489 -2.80209 -4.93780
H -0.61223 -1.32387 -2.74873
H 0.58405 -2.68839 -2.71662
H -4.08659 -2.75162 0.42839
H -4.40008 -1.96480 -1.14377
H -4.60087 -0.58084 1.56278
H -5.98001 -1.33960 0.82583
H -5.67198 1.23774 0.42825
H -6.17373 0.16902 -0.88953
H -4.16778 1.74944 -1.43499
H -4.26968 0.21812 -2.13764
H -2.52005 0.98063 0.28143
H -2.02406 0.40944 -1.39428
```

Its total charge is 0. The HOMO-LUMO gap (spin up / spin down) is 4.26 / 3.97 eV. Its HOMO energy (spin up / spin down) is -4.2 / -3.9 eV. The value obtained for the LUMO energy (spin up / spin down) is 0.049 / 0.054 eV. The total energy is -5002.26617 Eh. The value obtained for the maximum force is 0.0625 Eh/bohr.

Atomic partial charges in e from the Löwdin method, atoms 1 to 2: 1.169, 0.678

***

No. 2
Molecular formula: C41H60ClCoN5O4
Method: DFT, wB97M-V/def2-TZVPD

```
112
C41H60ClCoN5O4 | the OMol25 dataset | wB97M-V/def2-TZVPD
Co -0.34917 0.08146 0.71331
C -1.94252 -1.21056 -0.02011
C -0.96496 -2.21907 0.32036
C -1.26233 -2.62571 1.65933
C -2.42433 -1.92540 2.05893
C -2.86020 -1.07180 1.04906
C -4.08785 -0.18480 1.09395
C -5.31157 -1.03523 1.45892
C -3.93578 0.92387 2.14421
C -4.32407 0.46845 -0.26951
C -0.52439 -3.54948 2.63480
C 0.94947 -3.12361 2.80037
C -1.16498 -3.46367 4.02915
C -0.62141 -5.02994 2.23415
C -0.28183 -2.95479 -0.84738
C -1.20272 -4.12431 -1.24707
C 1.11567 -3.52714 -0.58007
C -0.18384 -2.03352 -2.07933
H -2.14232 -0.88717 -1.03129
H -2.86549 -1.97345 3.04453
H -5.22278 -1.43677 2.46971
H -5.41928 -1.87685 0.77258
H -6.22292 -0.43170 1.41567
H -3.89551 0.50046 3.15185
H -4.79566 1.60030 2.10686
H -3.02806 1.50691 1.97769
H -4.43266 -0.28216 -1.05461
H -3.48638 1.11787 -0.54102
H -5.23306 1.07501 -0.24597
H 1.03306 -2.03386 2.78319
H 1.58246 -3.52378 2.01184
H 1.34660 -3.48395 3.75400
H -1.13897 -2.44773 4.42566
H -0.61560 -4.11054 4.71673
H -2.20341 -3.79812 4.01464
H -0.12516 -5.25014 1.29354
H -1.66902 -5.32212 2.13566
H -0.16407 -5.65892 3.00380
H -1.30959 -4.84590 -0.43841
H -0.80426 -4.64502 -2.12403
H -2.19749 -3.74802 -1.49280
H 1.09738 -4.35582 0.12158
H 1.79046 -2.76964 -0.19097
H 1.53330 -3.91174 -1.51441
H -1.13862 -1.97361 -2.60471
H 0.54867 -2.43168 -2.78629
H 0.09811 -1.01675 -1.81739
C 3.77965 -0.86274 1.12709
C 2.87408 -0.38153 0.02934
O 1.65362 -0.39667 0.15465
N 3.45517 0.03968 -1.10659
C 2.68943 0.57699 -2.20960
C 2.45042 2.06587 -2.15132
C 2.27500 2.77126 -3.33600
C 1.95400 4.11559 -3.27510
C 1.81040 4.70778 -2.03062
C 2.01729 3.92423 -0.90868
N 2.34743 2.63429 -0.95301
H 3.32656 -1.74006 1.58491
H 3.83425 -0.08302 1.88855
H 4.78076 -1.10193 0.77111
H 4.45757 0.11909 -1.12204
H 1.71619 0.08451 -2.20442
H 3.18998 0.31654 -3.14204
H 2.37967 2.26603 -4.28760
H 1.80956 4.68861 -4.18203
H 1.53005 5.74655 -1.92372
H 1.88990 4.34899 0.07960
C -0.08692 6.52859 1.13700
C -1.34337 5.80059 1.51907
C -1.99959 6.08944 2.70603
C -3.16116 5.41909 3.05041
Cl -3.94845 5.78723 4.56178
C -3.69487 4.46180 2.21186
C -3.04809 4.16069 1.02191
C -1.87615 4.81806 0.67911
O -1.17673 4.60123 -0.47603
C -1.44453 3.45354 -1.26655
C -0.96190 2.15853 -0.63044
O -0.56053 1.22976 -1.36068
O -1.02107 2.05893 0.62759
H 0.14319 7.30399 1.86662
H -0.18543 6.99415 0.15494
H 0.76344 5.84622 1.08246
H -1.60004 6.84551 3.37021
H -4.59936 3.93936 2.48950
H -3.44860 3.37739 0.39520
H -0.91291 3.60312 -2.20225
H -2.51046 3.36167 -1.49768
C 2.90688 3.75598 3.43390
C 3.25006 2.80539 2.30609
N 2.19968 1.81871 2.12228
C 1.20580 1.52410 3.01962
N 0.28035 0.67813 2.67906
C -0.76054 0.42011 3.67434
C -1.09495 1.67370 4.45666
C 0.16026 2.11041 5.17603
N 1.28088 2.13568 4.24148
C 2.44835 2.91712 4.61007
H 2.09776 4.42801 3.13489
H 3.77683 4.35732 3.69981
H 4.20128 2.30649 2.53176
H 3.39315 3.33689 1.36782
H 1.98845 1.57450 1.16394
H -0.43526 -0.37547 4.35663
H -1.63801 0.04610 3.15707
H -1.89662 1.49475 5.17418
H -1.42516 2.45124 3.76041
H 0.37694 1.42798 6.00599
H 0.04853 3.11390 5.59441
H 3.26603 2.26376 4.94004
H 2.17240 3.54006 5.46004
```

Its multiplicity is 4. Its total charge is 0. Its energy above the lowest of the compared OMol25 structures with the same formula, charge and spin is 10.9 kJ/mol. The HOMO-LUMO gap (spin up / spin down) is 6.82 / 7.03 eV. Its HOMO energy (spin up / spin down) is -6.5 / -6.7 eV. The value obtained for the LUMO energy (spin up / spin down) is 0.324 / 0.322 eV. The total energy is -4016.10951 Eh. The value obtained for the maximum force is 0.0094 Eh/bohr. Its expectation value of S² is 3.763.

Atomic partial charges in e from the Löwdin method, atoms 1 to 2: 0.816, -0.143